# 1
{"formula": "C18H31ClNO2P2V", "method": "the ωB97M-V functional and the def2-TZVPD basis", "homo_energy_ev": [-10.6, -10.6], "spin_multiplicity": 2, "charge": 1, "s2": 0.766, "relative_energy_kj_mol": 0.0, "e_tot_ev": -81532.8287, "symbols": ["C", "C", "N", "C", "C", "C", "C", "P", "V", "P", "C", "O", "O", "H", "H", "H", "C", "C", "H", "H", "H", "H", "C", "C", "H", "H", "H", "H", "H", "H", "H", "H", "H", "H", "H", "H", "H", "H", "H", "H", "H", "H", "Cl", "C", "C", "C", "C", "C", "C", "C", "H", "H", "H", "H", "H", "H"], "xyz": [[1.37048, 3.86786, -0.60829], [0.70286, 2.65909, -0.48683], [1.04721, 1.76732, 0.44529], [2.06520, 2.02048, 1.29573], [2.78557, 3.21993, 1.21659], [2.42484, 4.17673, 0.26513], [-0.31873, 2.23753, -1.53567], [-1.23838, 0.70948, -1.11804], [-0.04466, -0.19970, 0.52801], [1.74972, -0.69059, 1.88641], [2.44228, 0.96456, 2.30369], [1.95661, 1.09873, -3.89714], [2.85484, -0.27018, -1.43741], [1.03904, 4.55728, -1.39566], [3.61589, 3.34494, 1.89794], [2.94989, 5.13035, 0.21255], [-2.79993, 1.47679, -0.64013], [-1.62144, 0.00708, -2.75823], [3.53886, 0.86461, 2.36173], [2.07317, 1.23912, 3.30924], [0.15828, 1.91416, -2.43627], [-0.96606, 3.08883, -1.82960], [1.47192, -1.42459, 3.52714], [3.22177, -1.55866, 1.29282], [1.96827, -0.31966, -1.79409], [3.13866, -1.00417, -2.02460], [2.13044, 0.84883, -2.99358], [2.19627, 2.03372, -3.96311], [-0.81148, 0.18613, 1.69762], [1.29434, -0.69904, 0.14027], [-3.21127, 2.05024, -1.48598], [-3.46255, 0.65375, -0.34238], [-2.60169, 2.13329, 0.21886], [-2.36736, 0.62874, -3.27718], [-0.71026, -0.06126, -3.36997], [-2.02645, -1.00358, -2.61067], [4.04691, -1.44946, 2.00649], [2.96263, -2.61091, 1.14000], [3.47938, -1.11367, 0.32253], [2.41089, -1.45737, 4.10676], [0.72166, -0.83876, 4.07989], [1.08963, -2.44576, 3.39939], [-1.40559, -3.85192, -1.86141], [-2.51789, -3.16349, -0.75245], [-3.87737, -3.40469, -0.92288], [-4.81304, -2.76046, -0.10279], [-4.38136, -1.89220, 0.90053], [-3.01325, -1.68781, 1.10541], [-2.06011, -2.34126, 0.31618], [-0.59798, -2.18425, 0.61313], [-4.19954, -4.09300, -1.71164], [-5.87732, -2.94752, -0.24181], [-5.09161, -1.37694, 1.53551], [-2.65182, -1.01417, 1.89155], [-0.34923, -2.36180, 1.66897], [0.10887, -2.65270, -0.08756]], "forces_ev_per_a": [[0.12, 0.68, 0.08], [0.20, 0.07, -0.84], [-0.07, -0.61, 0.44], [0.31, 0.56, -0.35], [-0.51, -0.37, -0.24], [-0.43, -0.52, 0.00], [-0.05, 0.62, 0.51], [-2.03, 1.98, -3.18], [0.35, -1.95, -1.29], [0.26, 0.53, 1.75], [0.10, 0.02, 0.09], [-0.46, 0.33, -0.53], [0.14, -0.91, -1.68], [0.31, -0.22, 0.44], [-0.02, 0.24, -0.04], [-0.13, -0.29, -0.09], [-0.44, -0.40, 0.65], [-0.02, -0.20, -0.08], [-0.35, 0.25, 0.07], [0.10, -0.05, -0.42], [0.88, 0.21, -0.73], [0.18, -0.53, 0.27], [0.16, -0.09, 0.44], [-0.05, -0.05, -0.21], [-1.13, 0.40, 0.71], [1.07, 0.35, 0.55], [0.64, 0.26, 0.31], [0.04, -0.28, 0.00], [-0.60, 0.96, 3.85], [1.92, -0.29, -0.60], [0.17, -0.25, 0.34], [-0.19, 0.45, -0.01], [-0.27, -0.17, -0.20], [0.29, -0.20, 0.15], [-0.24, -0.01, 0.15], [0.06, 0.24, -0.11], [-0.20, -0.20, -0.13], [0.21, 0.04, 0.05], [0.09, -0.25, 0.51], [-0.37, -0.08, -0.18], [0.22, -0.18, -0.26], [0.14, 0.20, 0.12], [0.37, -0.30, -0.29], [-0.75, 0.83, 1.13], [-0.14, 0.16, -0.12], [0.18, -0.06, 0.10], [0.37, -0.10, -0.21], [-0.24, -0.16, -0.10], [0.63, -0.66, -0.53], [-0.27, 0.86, -0.34], [0.09, 0.34, 0.31], [0.29, 0.03, 0.00], [-0.05, -0.07, -0.06], [-0.25, -0.34, -0.20], [-0.20, -0.43, -0.34], [-0.43, -0.39, 0.39]], "nbo_charge": [-0.24, 0.25, -0.52, 0.27, -0.23, -0.11, -0.75, 0.88, 0.67, 1.14, -0.76, -0.94, -0.91, 0.24, 0.24, 0.24, -0.91, -0.93, 0.26, 0.27, 0.27, 0.26, -0.95, -0.98, 0.45, 0.49, 0.46, 0.48, -0.22, -0.08, 0.25, 0.26, 0.25, 0.25, 0.26, 0.27, 0.24, 0.25, 0.27, 0.24, 0.25, 0.25, 0.01, 0.02, -0.24, -0.21, -0.20, -0.23, -0.08, -0.84, 0.24, 0.23, 0.22, 0.22, 0.24, 0.25]}

# 2
{"formula": "C16H35GaNO4", "method": "the ωB97M-V functional and the def2-TZVPD basis", "homo_energy_ev": -4.9, "charge": -1, "e_tot_ev": -79213.9366, "symbols": ["C", "C", "C", "C", "C", "C", "C", "C", "C", "Ga", "C", "C", "C", "N", "O", "H", "H", "H", "H", "H", "H", "H", "H", "H", "H", "H", "H", "H", "H", "H", "H", "H", "H", "H", "H", "H", "H", "H", "H", "H", "H", "H", "C", "C", "O", "C", "O", "O", "C", "H", "H", "H", "H", "H", "H", "H", "H"], "xyz": [[5.24090, -0.02884, 3.05720], [5.43613, 1.10954, 1.95548], [4.30447, 1.07941, 0.79788], [3.65845, 2.54403, 0.55333], [2.23650, 2.44831, -0.17326], [1.12211, 3.43902, 0.39164], [0.96567, 3.45720, 1.98234], [-0.58231, 3.39211, 2.46045], [-1.10608, 1.88315, 2.75976], [-0.06747, 0.38601, 1.79695], [-0.76986, -1.52175, 2.14046], [0.16160, -2.52587, 1.27166], [0.52649, -1.95622, -0.16618], [-0.46215, -1.55409, -1.18865], [1.73946, -1.87235, -0.49538], [5.77925, 0.30984, 4.01415], [4.13820, -0.11987, 3.30517], [5.68843, -1.03357, 2.77639], [5.47843, 2.13243, 2.45489], [6.47428, 0.95100, 1.49597], [3.47642, 0.33294, 1.02371], [4.83345, 0.73106, -0.15351], [3.62590, 3.13322, 1.52188], [4.37627, 3.05242, -0.18550], [2.40408, 2.71354, -1.27980], [1.92951, 1.35176, -0.17148], [1.28309, 4.46762, -0.06992], [0.12118, 3.06866, -0.03416], [1.62467, 2.71243, 2.53041], [1.32867, 4.49514, 2.32684], [-1.17354, 3.85549, 1.59242], [-0.76818, 4.00373, 3.40291], [-1.20816, 1.68768, 3.87668], [-2.17872, 1.85631, 2.34023], [1.52390, 0.48165, 2.11931], [-0.17901, 0.70760, 0.20488], [-0.55864, -1.77606, 3.23739], [-1.87734, -1.65661, 1.94020], [1.15649, -2.61026, 1.83006], [-0.34541, -3.53257, 1.13878], [-0.24757, -2.12325, -2.02854], [-0.16765, -0.60079, -1.47376], [-3.21729, -2.87070, -1.79303], [-3.38112, -1.63388, -2.65432], [-3.72036, -1.97894, -4.00814], [-4.98364, -2.36784, -4.20765], [-5.85126, -2.43924, -3.37359], [-5.12190, -2.68368, -5.50885], [-6.40266, -3.21334, -5.83747], [-2.49338, -3.55643, -2.24107], [-2.87825, -2.60080, -0.79272], [-4.15801, -3.41842, -1.70078], [-2.43229, -1.09917, -2.69765], [-4.12151, -0.94618, -2.23693], [-7.20278, -2.54204, -5.52096], [-6.52681, -4.19973, -5.38453], [-6.45067, -3.32086, -6.92162]], "forces_ev_per_a": [[0.19, 0.86, 0.59], [0.17, -0.60, -0.29], [0.50, 0.51, 0.19], [0.57, -0.73, -0.95], [0.59, 0.16, -0.46], [-0.49, -1.24, -0.36], [-0.27, 1.82, 0.53], [0.39, -0.90, -0.20], [-1.08, 0.94, -0.33], [-0.24, 0.39, 0.16], [0.56, -0.81, 0.16], [-0.61, 0.93, -0.08], [3.51, -0.09, -0.58], [0.39, -0.18, 0.16], [-3.31, -0.37, 1.17], [-0.73, -0.58, -1.24], [1.30, -0.10, -0.32], [-0.75, 1.23, 0.10], [-0.26, -1.28, -0.56], [-1.38, 0.33, 0.51], [1.09, 0.96, -0.07], [-0.93, 0.46, 1.08], [-0.03, -0.74, -1.14], [-0.90, -0.29, 1.32], [-0.31, -0.36, 1.46], [0.01, 1.59, 0.24], [-0.07, -1.09, 0.90], [1.40, 0.48, 0.52], [-1.01, 0.68, -0.91], [-0.29, -1.37, -0.40], [0.62, -0.61, 1.35], [0.44, -0.44, -1.26], [0.23, 0.40, -1.22], [1.32, -0.13, 0.72], [-0.18, -0.28, 0.18], [-0.12, -0.10, 0.04], [-0.47, 0.21, -1.40], [1.27, 0.03, 0.13], [-1.38, -0.12, -1.07], [0.73, 0.94, 0.08], [-0.01, 0.20, 0.72], [-0.26, -0.61, 0.55], [-0.36, -0.31, -0.01], [0.26, 0.03, 0.80], [-0.56, -0.05, -0.42], [0.50, 0.05, 0.23], [0.05, 0.03, -0.32], [-0.02, 0.09, 0.15], [-0.28, -0.13, -0.19], [0.10, 0.15, 0.07], [0.09, 0.07, -0.17], [-0.03, 0.14, -0.04], [-0.14, -0.08, -0.24], [-0.07, -0.18, -0.16], [0.09, -0.12, 0.12], [-0.10, 0.15, 0.07], [0.26, 0.08, 0.10]], "nbo_charge": [-0.62, -0.40, -0.41, -0.41, -0.41, -0.42, -0.43, -0.39, -0.90, 0.90, -0.88, -0.50, 0.73, -0.94, -0.60, 0.19, 0.23, 0.20, 0.19, 0.18, 0.24, 0.19, 0.20, 0.19, 0.18, 0.25, 0.19, 0.22, 0.23, 0.18, 0.18, 0.18, 0.19, 0.19, -0.36, -0.38, 0.20, 0.20, 0.23, 0.20, 0.36, 0.41, -0.64, -0.07, -0.50, 0.98, -0.65, -0.50, -0.26, 0.20, 0.25, 0.21, 0.21, 0.19, 0.19, 0.19, 0.19]}

# 3
{"formula": "C2H4FPSi", "method": "the ωB97M-V functional and the def2-TZVPD basis", "homo_energy_ev": -8.6, "relative_energy_kj_mol": 151.9, "e_tot_ev": -22019.2468, "smiles": "C1#P=C1.F[SiH3]", "symbols": ["C", "P", "C", "H", "F", "Si", "H", "H", "H"], "xyz": [[2.45818, 1.16246, 0.23317], [3.71831, -0.18178, 0.02647], [2.04693, -0.00327, -0.38683], [1.23483, -0.55389, -0.70841], [-0.93300, -1.22657, -0.13257], [-1.92372, -0.02179, 0.22089], [-2.75403, -0.53743, 1.25020], [-1.03561, 1.02926, 0.57897], [-2.81190, 0.33302, -1.08189]], "forces_ev_per_a": [[0.21, -0.78, -0.39], [-1.78, 0.68, -0.35], [3.14, 0.89, 1.54], [-1.56, -0.81, -0.81], [0.27, -0.50, -0.35], [-1.03, 0.07, -2.45], [-0.71, -0.13, 0.87], [0.36, 0.96, 0.35], [1.11, -0.39, 1.58]], "lowdin_charge": [-0.33, 0.88, -0.54, -0.02, -0.30, 0.55, -0.10, -0.09, -0.05]}

# 4
{"formula": "C4H14N2O", "method": "the ωB97M-V functional and the def2-TZVPD basis", "homo_energy_ev": -7.9, "relative_energy_kj_mol": 428.6, "e_tot_ev": -9399.1647, "smiles": "CNCCNC.O", "symbols": ["C", "N", "C", "C", "N", "C", "H", "H", "H", "H", "H", "H", "H", "H", "H", "H", "H", "H", "O", "H", "H"], "xyz": [[1.10829, 2.38694, 0.89588], [0.87901, 1.26613, -0.10014], [0.59487, 0.01349, 0.61739], [-0.00381, -0.99409, -0.19856], [0.40194, -0.92588, -1.63933], [1.84330, -1.44519, -1.81744], [1.42911, 3.26327, 0.24558], [1.75524, 2.16275, 1.90752], [0.10473, 2.70152, 1.29000], [1.04359, 0.76433, -0.97172], [1.56120, -0.40387, 1.16231], [0.12806, 0.14427, 1.61881], [0.36010, -2.13701, 0.20142], [-1.10488, -0.83462, -0.12473], [-0.23391, -1.41722, -2.32978], [2.19131, -1.01894, -2.77951], [2.49407, -0.89338, -1.02935], [1.93009, -2.57746, -1.61896], [-5.70481, 0.26249, 1.74857], [-5.48924, 0.17273, 0.80824], [-5.28824, -0.49025, 2.11379]], "forces_ev_per_a": [[0.23, 0.23, -1.25], [-1.65, -1.85, 3.74], [3.83, 1.78, 4.25], [-1.32, -4.92, -1.79], [1.21, -0.95, -0.16], [-0.69, 1.06, 1.51], [0.22, -0.90, 1.41], [-0.94, 0.28, -2.89], [0.73, -0.50, -0.31], [1.12, 2.45, -1.14], [-0.66, 0.49, -1.49], [-1.00, 0.28, -0.96], [-1.47, 2.89, -0.64], [0.60, -0.69, -0.39], [0.95, 0.80, 1.64], [-0.08, -1.04, 0.32], [-1.11, -1.07, -1.14], [0.01, 1.66, -0.70], [-0.43, 0.97, -1.13], [-0.20, 0.27, 0.23], [0.64, -1.24, 0.90]], "nbo_charge": [-0.41, -0.72, -0.26, -0.22, -0.67, -0.45, 0.22, 0.18, 0.19, 0.44, 0.13, 0.20, 0.16, 0.21, 0.38, 0.22, 0.21, 0.19, -0.93, 0.47, 0.46]}